No. 1
{"formula": "C18H48BF4O6", "method": "wB97M-V/def2-TZVPD", "mol_weight_g_mol": 447.38, "e_lumo_ev": [0.40, -5.80], "multiplicity": 2, "s_squared": 0.76, "e_tot_ev": -43275.6494, "symbols": ["C", "C", "H", "H", "H", "O", "H", "H", "C", "H", "H", "C", "C", "H", "O", "H", "C", "H", "F", "C", "H", "H", "C", "C", "H", "C", "O", "F", "H", "F", "H", "H", "C", "O", "H", "F", "O", "H", "H", "H", "H", "H", "H", "H", "H", "C", "H", "H", "B", "C", "H", "H", "H", "C", "H", "H", "H", "C", "H", "H", "H", "H", "H", "H", "O", "C", "C", "H", "C", "H", "H", "H", "H", "H", "H", "H", "H"], "coordinates": [[2.283, -2.763, 2.956], [-0.421, -4.526, -0.723], [-0.455, 3.979, 3.764], [2.872, -0.725, 1.236], [2.542, -2.015, -1.169], [-3.013, 1.433, 0.061], [-0.177, -4.983, -1.682], [2.065, 3.275, 4.009], [-0.715, 4.060, -1.962], [-0.350, 2.184, 5.385], [-5.405, 2.337, -1.563], [4.818, -2.873, 2.393], [3.449, -2.503, 1.940], [-5.559, 2.537, 0.135], [-0.695, 3.531, -0.635], [-3.909, 0.638, -1.469], [-5.467, 1.770, -0.634], [-0.931, -1.976, -1.460], [0.593, 1.420, 0.008], [-0.491, 1.947, 4.331], [-1.908, 2.543, -2.816], [-3.361, -4.181, -1.918], [3.345, -1.762, -1.862], [1.484, 3.386, 3.093], [0.116, 1.043, 4.293], [-4.571, -0.413, 0.271], [2.757, 0.477, -1.902], [-0.010, -0.588, -0.963], [-1.556, 4.732, -2.139], [-0.857, 0.112, 1.113], [-3.658, -3.104, -0.486], [3.662, -0.217, -3.355], [-0.009, 3.107, 3.287], [3.567, -1.112, 1.775], [-1.491, -2.785, 0.045], [1.367, -0.489, 0.748], [-0.703, 2.828, 2.098], [5.319, -2.195, 3.084], [-3.662, -1.012, 0.236], [3.213, -2.770, 0.910], [1.636, 4.360, 2.629], [1.245, 5.019, -1.301], [1.840, -1.447, -4.494], [-0.372, 1.978, 1.798], [2.409, -1.944, 3.664], [1.727, -0.874, -3.573], [1.447, 4.093, -2.763], [-5.014, -0.265, 1.256], [0.256, 0.103, 0.226], [2.887, -0.629, -2.708], [-1.535, 1.647, 4.239], [3.664, -2.625, -2.446], [5.487, -2.834, 1.534], [0.725, 4.684, -2.199], [-0.251, 2.108, -2.672], [4.757, -3.848, 2.877], [4.240, -1.404, -1.352], [-3.059, -3.912, -0.906], [1.978, 2.669, 2.437], [-0.880, -5.284, -0.087], [1.266, 0.079, -3.830], [-2.420, 0.702, 0.251], [0.431, -3.977, -0.323], [0.065, 2.953, -0.530], [-1.308, -2.757, -1.871], [-1.557, -3.511, -0.765], [-0.902, 2.959, -2.872], [-6.397, 1.205, -0.699], [-4.210, 0.863, -0.446], [0.653, 5.606, -2.776], [2.108, 0.267, -1.227], [-3.316, -4.770, -0.284], [1.020, -1.457, -2.983], [-1.028, 3.151, -3.938], [1.301, -2.642, 2.499], [-5.295, -0.939, -0.353], [2.324, -3.673, 3.554]], "mulliken_spin": [0.00, 0.00, 0.00, 0.00, 0.00, 0.09, 0.00, 0.00, -0.01, 0.00, 0.00, 0.00, 0.00, 0.00, 0.54, 0.01, 0.00, 0.00, 0.00, 0.03, -0.01, 0.00, 0.00, 0.01, 0.00, 0.01, 0.00, 0.00, 0.01, 0.00, 0.00, 0.00, 0.00, 0.00, 0.00, 0.00, 0.19, 0.00, 0.00, 0.00, 0.00, 0.00, 0.00, 0.00, 0.00, 0.00, 0.00, 0.00, -0.01, 0.00, 0.00, 0.00, 0.00, 0.05, 0.00, 0.00, 0.00, 0.00, 0.00, 0.00, 0.00, 0.01, 0.00, 0.00, 0.00, 0.00, 0.05, 0.00, -0.01, 0.01, 0.00, 0.00, 0.00, 0.00, 0.00, 0.00, 0.00]}


No. 2
{"formula": "C5H10O", "method": "wB97M-V/def2-TZVPD", "de_lowest_ev": 2.445, "mol_weight_g_mol": 86.13, "e_lumo_ev": 1.00, "smiles": "C=C(C)OCC", "e_tot_ev": -7392.3199, "symbols": ["H", "H", "C", "C", "H", "H", "C", "O", "H", "H", "H", "H", "C", "C", "H", "H"], "coordinates": [[2.046, 1.907, 0.489], [-1.549, 0.555, 1.636], [1.069, 1.433, 0.118], [-1.458, 0.132, -0.620], [2.917, -0.890, 0.723], [0.250, 1.728, 0.748], [-1.915, -0.136, 0.874], [-0.173, -0.581, -0.792], [-1.318, 1.161, -0.796], [1.368, -2.023, 0.232], [-2.891, -0.295, 0.913], [-1.635, -1.175, 1.055], [0.972, -0.033, -0.095], [1.884, -1.066, 0.305], [-2.047, -0.297, -1.386], [0.936, 2.001, -0.778]], "nbo_charge": [0.24, 0.21, -0.70, -0.06, 0.22, 0.22, -0.65, -0.54, 0.17, 0.22, 0.21, 0.23, 0.32, -0.51, 0.20, 0.22]}


No. 3
{"formula": "C43H57InN3OP2S2", "method": "wB97M-V/def2-TZVPD", "de_lowest_ev": 0.000, "mol_weight_g_mol": 872.85, "e_lumo_ev": 2.12, "e_tot_ev": -97452.5499, "total_charge": -1, "symbols": ["H", "C", "H", "H", "C", "H", "H", "C", "C", "C", "C", "C", "H", "H", "H", "H", "H", "P", "C", "C", "C", "H", "H", "C", "H", "H", "C", "C", "C", "C", "C", "H", "In", "H", "S", "C", "H", "H", "C", "C", "H", "C", "H", "N", "H", "C", "H", "C", "S", "H", "C", "H", "H", "H", "C", "C", "C", "H", "C", "H", "C", "H", "H", "C", "H", "H", "H", "H", "P", "C", "C", "H", "H", "H", "H", "C", "H", "C", "H", "N", "C", "H", "C", "H", "H", "O", "H", "H", "H", "C", "C", "H", "H", "C", "H", "H", "H", "C", "C", "C", "C", "H", "H", "H", "H", "H", "C", "N", "H"], "coordinates": [[8.724, 11.880, 10.243], [9.611, 18.550, 8.821], [12.643, 17.236, 12.098], [17.582, 21.879, 8.106], [19.042, 14.382, 10.662], [17.207, 12.016, 9.103], [9.720, 15.729, 10.677], [8.485, 11.985, 6.097], [13.643, 17.558, 14.102], [16.498, 18.664, 8.356], [15.945, 17.934, 12.487], [19.411, 15.386, 6.949], [11.326, 19.871, 8.638], [8.927, 14.134, 8.834], [22.170, 17.161, 5.911], [12.210, 10.170, 9.859], [8.075, 11.170, 6.702], [14.535, 17.566, 10.056], [15.674, 18.846, 9.505], [9.951, 14.021, 5.885], [21.463, 16.663, 6.581], [15.947, 7.386, 10.233], [9.080, 14.486, 5.388], [14.777, 17.527, 11.854], [18.184, 7.838, 9.061], [18.742, 10.309, 8.684], [15.582, 20.071, 10.158], [13.639, 17.139, 12.568], [8.801, 11.026, 9.558], [10.046, 16.625, 10.152], [13.376, 11.247, 7.680], [14.852, 18.644, 15.611], [12.905, 14.579, 9.683], [19.443, 13.436, 10.289], [18.169, 15.170, 9.326], [17.087, 21.000, 8.553], [12.615, 17.846, 14.455], [10.813, 9.843, 10.815], [9.330, 13.003, 6.900], [16.285, 8.378, 10.037], [12.488, 13.731, 5.541], [16.317, 21.169, 9.715], [16.572, 17.636, 7.928], [11.386, 16.876, 10.179], [13.104, 10.267, 8.035], [9.137, 17.385, 9.446], [8.118, 17.034, 9.340], [14.834, 18.203, 14.610], [14.776, 11.998, 10.846], [13.068, 14.117, 7.164], [10.212, 10.852, 8.940], [10.581, 13.576, 5.104], [9.803, 8.790, 8.561], [14.009, 13.056, 6.121], [20.333, 15.958, 6.094], [11.981, 11.151, 5.627], [13.729, 16.121, 13.653], [7.657, 12.587, 5.698], [20.739, 16.120, 8.839], [17.882, 19.622, 7.068], [15.494, 9.419, 10.486], [12.845, 15.525, 13.828], [9.606, 9.721, 7.105], [15.955, 18.343, 13.835], [8.466, 10.140, 10.158], [15.008, 20.144, 11.058], [16.884, 18.770, 14.180], [7.503, 13.268, 8.184], [10.774, 12.340, 7.980], [12.991, 13.336, 6.401], [12.274, 12.025, 6.890], [8.042, 14.730, 7.389], [22.544, 17.209, 8.359], [18.350, 14.070, 11.429], [20.888, 16.086, 9.920], [17.813, 10.023, 9.169], [14.689, 15.585, 13.795], [15.765, 10.768, 10.185], [11.173, 9.194, 7.786], [13.114, 18.551, 10.016], [19.577, 15.596, 8.319], [18.641, 14.686, 6.619], [11.241, 10.592, 10.106], [16.905, 17.940, 11.993], [10.535, 14.808, 6.392], [17.350, 14.180, 8.462], [20.172, 15.952, 5.012], [14.180, 11.117, 6.968], [7.989, 11.127, 8.809], [21.638, 16.739, 7.978], [10.182, 9.605, 8.006], [11.834, 10.097, 5.888], [14.526, 9.232, 10.969], [17.205, 19.766, 7.898], [9.044, 11.533, 5.250], [19.744, 15.073, 11.131], [8.913, 19.094, 8.205], [8.420, 13.813, 7.888], [16.912, 11.024, 9.398], [17.518, 8.670, 9.419], [11.815, 18.089, 9.786], [11.172, 11.577, 5.000], [13.260, 19.397, 9.486], [12.856, 11.116, 4.991], [13.729, 11.764, 8.587], [11.435, 11.459, 10.701], [10.939, 18.939, 9.076], [11.166, 13.504, 8.956], [16.260, 22.161, 10.162]], "mulliken_charge": [0.27, -0.64, -0.12, 0.33, -1.35, 0.47, 0.28, -1.86, 0.04, -0.41, -0.61, -0.47, 0.31, -0.07, 0.37, 0.29, 0.32, -0.03, 0.20, -1.88, -0.46, 0.41, 0.66, 0.69, 0.25, 0.36, -0.38, 0.26, -1.60, -0.52, -1.81, 0.37, 0.93, 0.41, 0.89, -0.34, 0.37, 0.45, 1.92, -0.60, 0.46, -0.88, 0.43, -0.06, 0.27, -0.46, 0.42, -0.82, -0.37, -0.25, 2.07, 0.28, 0.62, 0.52, -0.51, -2.01, -0.84, 0.53, -0.38, 0.43, -0.49, 0.28, 0.27, -0.52, 0.46, 0.53, 0.41, 0.25, 1.17, -1.51, 2.05, 0.49, 0.37, 0.43, 0.14, -0.43, 0.18, 0.15, 0.29, -0.14, 0.46, 0.44, -1.72, 0.45, 0.15, -0.57, 0.34, 0.74, 0.31, -0.60, -2.06, 0.27, 0.23, -0.69, 0.23, 0.48, 0.39, -1.33, -0.33, -0.49, 0.80, 0.30, 0.34, 0.59, -0.36, 0.26, -0.86, -0.65, 0.39]}


No. 4
{"formula": "C4H9NO", "method": "wB97M-V/def2-TZVPD", "de_lowest_ev": 4.879, "mol_weight_g_mol": 87.12, "e_lumo_ev": 1.05, "e_tot_ev": -7827.4409, "symbols": ["H", "H", "C", "H", "N", "H", "C", "O", "C", "C", "H", "H", "H", "H", "H"], "coordinates": [[2.614, 0.316, -1.113], [-0.206, 1.707, -0.683], [0.004, 1.113, 0.139], [0.171, -1.847, 0.531], [0.853, 0.025, -0.383], [0.311, 1.736, 1.172], [2.153, -0.143, -0.292], [-2.213, -0.278, -0.548], [0.133, -0.741, 0.568], [-1.209, 0.121, 0.429], [-1.605, 0.182, 1.542], [2.611, 0.142, 0.769], [-1.546, -0.412, -1.351], [0.435, -0.698, 1.524], [2.460, -1.176, -0.389]], "nbo_charge": [0.20, 0.20, -0.24, 0.18, -0.45, 0.19, -0.39, -0.69, -0.25, 0.08, 0.18, 0.14, 0.47, 0.17, 0.20]}


No. 5
{"formula": "C10H13O2", "method": "wB97M-V/def2-TZVPD", "de_lowest_ev": 1.847, "mol_weight_g_mol": 165.21, "e_lumo_ev": 3.27, "e_tot_ev": -14675.7589, "total_charge": -1, "symbols": ["O", "C", "C", "C", "H", "C", "C", "H", "H", "H", "H", "O", "H", "H", "C", "C", "H", "H", "C", "H", "H", "H", "H", "C", "C"], "coordinates": [[3.279, -0.788, -1.999], [0.856, -1.431, -1.809], [-1.189, 0.695, 3.153], [-1.368, 1.122, 0.808], [-3.023, 1.007, -0.794], [0.797, 0.962, 1.966], [-1.973, 1.040, 2.042], [1.849, 0.930, 1.763], [0.666, 0.826, 4.168], [0.339, -2.153, -0.999], [0.383, -3.080, -3.312], [2.530, -1.144, 0.030], [-1.749, 0.512, 4.056], [1.066, -1.492, -3.951], [0.024, 0.962, 0.801], [2.381, -1.123, -1.252], [-2.468, 2.444, -0.184], [0.633, 1.141, -0.085], [1.087, -2.251, -3.162], [-1.532, 1.606, -1.260], [2.200, -2.554, -3.011], [-3.044, 1.101, 2.268], [0.178, -0.623, -2.013], [0.214, 0.761, 3.190], [-2.135, 1.531, -0.414]], "nbo_charge": [-0.75, -0.52, -0.20, -0.02, 0.21, -0.18, -0.25, 0.24, 0.21, 0.19, 0.18, -0.82, 0.19, 0.19, -0.19, 0.76, 0.20, 0.23, -0.64, 0.22, 0.24, 0.20, 0.18, -0.24, -0.62]}


No. 6
{"formula": "C4H8FOP", "method": "wB97M-V/def2-TZVPD", "de_lowest_ev": 4.062, "mol_weight_g_mol": 122.08, "e_lumo_ev": 0.45, "e_tot_ev": -18328.2934, "symbols": ["O", "H", "P", "H", "H", "C", "H", "C", "H", "F", "C", "H", "H", "C", "H"], "coordinates": [[-0.241, -1.962, -0.295], [2.301, -1.208, -0.149], [-2.546, -0.176, 0.191], [0.055, 0.638, -2.331], [-2.782, 0.355, 1.561], [0.076, 1.121, -1.352], [1.928, 0.510, 0.503], [-0.647, 0.231, 0.331], [1.940, -1.090, 1.604], [-0.284, 1.326, 1.104], [0.252, -0.940, 0.185], [-2.352, -1.501, 0.677], [1.127, 1.249, -1.122], [1.706, -0.605, 0.602], [-0.534, 2.053, -1.508]], "nbo_charge": [-0.56, 0.24, 0.28, 0.20, -0.01, -0.59, 0.24, 0.11, 0.26, -0.37, 0.49, 0.01, 0.19, -0.74, 0.22]}


No. 7
{"formula": "C2H4NO2", "method": "wB97M-V/def2-TZVPD", "de_lowest_ev": 5.115, "mol_weight_g_mol": 74.06, "e_lumo_ev": 4.66, "e_tot_ev": -7720.4974, "total_charge": -1, "symbols": ["H", "H", "C", "H", "C", "N", "O", "H", "O"], "coordinates": [[-0.442, -1.485, -0.485], [1.343, -0.523, 1.372], [1.275, -0.146, 0.283], [-0.867, 1.379, 0.345], [0.189, -0.605, -0.476], [-1.307, 0.424, 0.469], [-2.418, 0.151, -0.147], [0.320, -0.071, -1.445], [1.907, 0.877, 0.083]], "nbo_charge": [0.22, 0.06, 0.33, 0.27, -0.59, -0.20, -0.59, 0.18, -0.68]}